[1]
The following is a DFT calculation (ωB97M-V with the def2-TZVPD basis set) of a 5-piece molecular cluster, C3H14O5 overall in a non-equilibrium geometry.

The geometry in XYZ format:
```
22
Properties=species:S:1:pos:R:3:forces:R:3
C 2.0919 -1.4163 0.3187 -1.0370 1.7652 3.7372
C 1.0408 -1.2141 1.1386 -0.1973 0.8954 1.0093
C 0.9287 -0.5175 2.5489 0.6818 0.8925 -0.1985
O -0.1713 -1.6467 0.8452 -1.9583 -1.5853 -1.6628
H 2.9716 -1.0581 0.7560 1.5856 0.3875 -0.0004
H 2.0927 -1.8934 -0.5832 -0.2271 -1.2407 -2.1390
H 1.8696 0.0808 2.5682 -0.4043 -0.7115 0.9056
H 0.1249 0.3143 2.7856 1.1516 -1.9689 -1.4187
H 0.7940 -1.3058 3.3588 0.6219 1.0067 -1.0471
H -0.1185 -2.2165 0.0416 -0.2500 0.6141 0.8056
O -0.6621 2.1954 -1.8167 0.3852 0.0001 -0.9078
H -1.2377 2.9489 -1.7602 -0.4628 0.5865 0.0669
H -1.2545 1.5013 -2.1019 -0.0738 -0.3262 -0.4097
O -1.0894 -1.1855 -2.9258 -2.1932 2.5191 -0.7731
H -0.3467 -1.6913 -2.7853 2.3470 -1.9560 0.5730
H -1.8644 -1.6011 -2.5630 -0.1973 -0.4406 0.2678
O 0.3935 1.9138 0.4763 1.3686 0.2967 -0.7523
H 1.0121 1.4455 -0.1392 -0.7815 0.1462 0.9389
H 0.3203 2.7500 -0.0313 -0.2894 -0.7407 0.6617
O -2.6839 0.9123 -0.2720 2.5533 -0.6953 0.0120
H -2.4927 0.9646 0.6779 -0.5640 0.1169 -0.0516
H -1.7189 0.7194 -0.5374 -2.0589 0.4381 0.3831
```
Positions in Å, forces in eV/Å.

E_HOMO: -8.95 eV
Frontier orbital gap: 9.2449 eV
Energy relative to the best compared isomer or geometry (same formula, charge and spin): 52.5 kcal per mole
SMILES string: C=C(C)O.O.O.O.O
E: -13573.7183 eV

***

[2]
The following is a DFT calculation (ωB97M-V with the def2-TZVPD basis set) of a 5-piece molecular cluster, C3H14O5 overall in a non-equilibrium geometry.

The geometry in XYZ format:
```
22
Properties=species:S:1:pos:R:3:forces:R:3
C 0.5476 0.2508 -2.8658 -0.0956 -0.6166 -0.1287
C 0.6229 0.3016 -1.5458 0.1138 1.2164 -0.2122
C 1.0506 1.6082 -0.8814 -0.4717 -0.6561 -0.3202
O 0.4260 1.8440 0.3806 0.4196 -0.1092 -0.7654
H 0.3076 -0.6689 -3.3647 -0.0927 -0.3767 -0.1332
H 0.7526 1.0698 -3.5428 -0.0378 0.3010 0.2843
H 0.4556 -0.5690 -0.9231 -0.0253 -0.0243 0.0643
H 2.1437 1.5446 -0.8403 -0.0012 0.4704 0.4559
H 0.7345 2.4335 -1.5139 0.3140 0.0806 -0.1464
H 0.5180 1.0054 0.8398 0.0878 -0.3157 0.8258
O 1.1751 -3.6428 1.4655 0.4347 0.0855 -0.0035
H 2.1021 -3.4959 1.6911 -0.0892 0.0358 0.2186
H 1.2566 -4.0577 0.6024 -0.3009 -0.0629 -0.1544
O -2.3655 -0.8145 1.1168 0.2136 -0.2344 0.4466
H -2.2269 0.0825 0.7866 -0.3356 0.2559 -0.1418
H -2.0700 -1.4282 0.4416 0.0199 0.0704 -0.1625
O 0.5029 -0.4721 2.0147 -0.0390 -0.1470 0.1943
H -0.4588 -0.4673 2.1020 -0.3777 0.0241 -0.0887
H 0.7149 -1.3801 2.2644 0.1983 0.0004 -0.2547
O -2.3300 1.9889 0.5447 -0.0365 0.1209 -0.1893
H -2.4500 2.8338 0.9888 -0.1753 -0.1194 0.1100
H -1.4096 2.0336 0.2390 0.2768 0.0008 0.1012
```
Positions in Å, forces in eV/Å.

E_HOMO: -10.00 eV
Frontier orbital gap: 10.3543 eV
Energy relative to the best compared isomer or geometry (same formula, charge and spin): 23.4 kcal per mole
SMILES string: C=CCO.O.O.O.O
E: -13574.9805 eV

***

[3]
The following is a DFT calculation (ωB97M-V with the def2-TZVPD basis set) of a 5-piece molecular cluster, C3H14O5 overall in a non-equilibrium geometry.

The geometry in XYZ format:
```
22
Properties=species:S:1:pos:R:3:forces:R:3
C 0.1685 0.9169 4.6079 1.0017 -0.3637 -0.2638
C -0.9963 0.8558 3.9826 -0.1774 0.3100 0.8324
C -1.5471 2.0039 3.2032 0.9145 -0.4978 -2.1617
O -1.2009 1.8389 1.7873 0.0963 0.1248 0.0080
H 0.5951 0.0915 5.1685 -0.3601 -0.1609 -0.0365
H 0.9101 1.7004 4.4645 -0.4979 0.4389 0.1206
H -1.5882 -0.0404 4.0976 -0.2082 -0.0530 -0.1226
H -2.6164 2.0312 3.0804 -0.4358 0.0678 0.8440
H -1.1316 2.9502 3.5213 -0.1436 0.2648 0.4310
H -0.2552 1.9759 1.6444 -0.1852 -0.1158 0.3282
O 0.4136 -4.1166 -4.4685 0.1672 -0.3746 0.2141
H 0.2608 -5.0721 -4.4995 -0.1024 0.2961 -0.1496
H 0.9882 -4.0270 -3.6989 -0.0402 0.1200 -0.0177
O 3.0367 -0.1345 -1.8441 -0.4009 -0.1759 0.0784
H 2.6235 0.1763 -1.0307 0.1553 0.0379 0.0223
H 2.4905 -0.9051 -2.0623 0.0472 0.1551 -0.0733
O -0.0076 -1.5422 -2.3993 0.4070 -0.1767 0.1654
H 0.0923 -1.7866 -3.3241 -0.3183 0.0915 -0.0715
H -0.5692 -0.7548 -2.3539 -0.0173 -0.0696 -0.1288
O -0.6451 1.1464 -2.1451 -0.3141 -0.9198 -0.3224
H 0.3078 1.1314 -2.2926 -0.1713 0.7524 0.2451
H -1.0125 1.9625 -1.8066 0.5831 0.2484 0.0585
```
Positions in Å, forces in eV/Å.

E_HOMO: -10.09 eV
Frontier orbital gap: 10.5244 eV
Energy relative to the best compared isomer or geometry (same formula, charge and spin): 39.5 kcal per mole
SMILES string: C=CCO.O.O.O.O
E: -13574.2855 eV